{"formula": "C2H4O2S", "method": "ωB97M-V/def2-TZVPD", "elements": ["O", "C", "S", "C", "O", "H", "H", "H", "H"], "coordinates": [[-0.98, 1.79, -0.31], [-0.79, 0.62, -0.07], [-2.06, -0.69, -0.10], [0.62, 0.25, 0.30], [1.22, -0.95, -0.32], [-1.21, -1.73, 0.37], [1.24, 1.11, 0.04], [0.66, 0.24, 1.45], [1.30, -0.65, -1.38]], "mulliken_charge": [-0.479, 0.599, -0.214, -0.527, -0.499, 0.180, 0.293, 0.288, 0.359], "homo_ev": -10.13, "smiles": "O=C(S)CO", "homo_lumo_gap_ev": 10.52, "total_energy_ha": -627.23273}

{"formula": "C2H4O2S3", "method": "ωB97M-V/def2-TZVPD", "elements": ["C", "C", "O", "O", "S", "S", "S", "H", "H", "H", "H"], "coordinates": [[0.94, -0.83, 0.76], [-0.27, 0.01, 0.49], [-3.03, -2.80, -0.54], [-1.82, -3.68, 1.45], [1.27, -1.89, -0.70], [-1.90, -0.71, 1.18], [-1.83, -2.83, 0.26], [1.79, -0.03, 0.81], [1.05, -1.32, 1.74], [-0.27, 0.91, 1.13], [-0.23, 0.43, -0.52]], "mulliken_charge": [-0.604, -0.570, -0.434, -0.428, -0.037, -0.038, 0.750, 0.306, 0.344, 0.314, 0.398], "homo_ev": [-9.81, -9.54], "homo_lumo_gap_ev": [6.65, 7.04], "total_energy_ha": -1423.52430}

{"formula": "C2H4O3", "method": "ωB97M-V/def2-TZVPD", "elements": ["O", "C", "O", "H", "H", "C", "O", "H", "H"], "coordinates": [[-1.37, -0.28, 0.46], [-2.17, 0.14, -0.31], [-2.21, -0.28, -1.61], [-3.08, 0.71, -0.09], [-1.43, -0.89, -1.63], [2.57, 0.12, 0.82], [2.33, 1.01, 0.05], [2.44, 0.33, 1.88], [2.92, -0.85, 0.43]], "mulliken_charge": [-0.456, 0.237, -0.422, 0.317, 0.324, -0.068, -0.384, 0.226, 0.225], "homo_ev": -10.12, "smiles": "O=CO.C=O", "homo_lumo_gap_ev": 10.95, "total_energy_ha": -304.29483}

{"formula": "C2H4O3", "method": "ωB97M-V/def2-TZVPD", "elements": ["O", "C", "O", "H", "H", "C", "O", "H", "H"], "coordinates": [[-1.12, -1.80, 0.56], [-1.84, -0.97, 0.07], [-1.44, 0.24, -0.29], [-2.80, -1.26, -0.41], [-0.57, 0.36, 0.16], [2.01, 0.83, -0.02], [0.89, 1.31, -0.04], [2.41, 0.55, -0.99], [2.47, 0.74, 0.96]], "mulliken_charge": [-0.487, 0.227, -0.351, 0.306, 0.348, -0.059, -0.495, 0.254, 0.255], "homo_ev": -10.53, "smiles": "O=CO.C=O", "homo_lumo_gap_ev": 10.64, "total_energy_ha": -304.29198}

{"formula": "C2H4O3P", "method": "ωB97M-V/def2-TZVPD", "elements": ["C", "C", "O", "O", "O", "P", "H", "H", "H", "H"], "coordinates": [[-2.68, -0.10, 0.27], [-1.43, 0.05, 0.10], [1.48, -1.05, 0.70], [-3.80, -0.35, 0.60], [3.47, 0.19, -0.50], [2.00, 0.04, -0.21], [-0.95, 0.92, -0.19], [-0.78, -0.92, 0.10], [1.15, 0.01, -1.33], [1.54, 1.20, 0.47]], "mulliken_charge": [0.782, -0.739, -0.708, -0.476, -0.683, 0.549, 0.237, 0.158, -0.060, -0.061], "charge": -1, "homo_ev": -4.78, "homo_lumo_gap_ev": 8.10, "total_energy_ha": -645.74023}

{"formula": "C2H4O3P", "method": "ωB97M-V/def2-TZVPD", "elements": ["O", "P", "C", "C", "O", "O", "H", "H", "H", "H"], "coordinates": [[2.55, 0.23, -0.44], [1.21, -0.37, -0.24], [-0.09, 0.74, 0.36], [-1.41, -0.07, -0.07], [-2.34, 0.54, -0.64], [-1.28, -1.30, 0.02], [1.23, -1.31, 0.73], [0.68, -1.07, -1.27], [-0.35, 1.75, -0.01], [-0.18, 0.84, 1.55]], "mulliken_charge": [-0.724, 0.444, -0.429, 0.512, -0.717, -0.669, 0.019, 0.052, 0.288, 0.227], "charge": -1, "homo_ev": -4.63, "smiles": "O=[PH2]CC(=O)[O-]", "homo_lumo_gap_ev": 8.79, "total_energy_ha": -645.75289}